# 1
DFT (ωB97M-V with the def2-TZVPD basis set) results for a cluster of 13 separate species, C40H71N7O6S6 in total in a non-equilibrium geometry.

Properties
total charge = 0
multiplicity = 1
LUMO energy = 0.2914 eV
Kohn-Sham gap = 8.087 eV

Each line ends with the Mulliken charge.
Cartesian coordinates (Å):
C -3.302 -0.749 4.303  -0.463
S -4.428 -0.792 2.948  0.239
O -3.500 -0.526 1.782  -0.412
C -4.664 -2.638 3.009  -0.784
H -2.887 0.266 4.527  0.039
H -2.415 -1.356 4.008  0.005
H -3.619 -1.033 5.317  0.484
H -5.374 -2.597 3.817  0.544
H -3.728 -3.117 3.313  0.000
H -4.990 -3.011 2.035  0.179
C -5.023 3.183 0.624  -1.076
S -3.855 3.290 -0.714  0.952
O -3.980 1.957 -1.376  -0.726
C -4.679 4.496 -1.767  -1.211
H -5.171 4.193 1.046  0.381
H -4.819 2.453 1.387  0.128
H -6.020 2.896 0.173  0.380
H -3.899 4.462 -2.504  0.359
H -4.702 5.479 -1.287  0.352
H -5.681 4.047 -1.889  0.389
C 2.794 -5.414 -1.243  -1.069
S 3.155 -3.663 -0.872  0.583
O 4.298 -3.214 -1.678  -0.760
C 1.846 -2.891 -1.768  0.388
H 1.851 -5.545 -0.754  0.313
H 3.606 -5.962 -0.786  0.387
H 2.642 -5.572 -2.335  0.305
H 2.162 -1.854 -1.719  -0.474
H 0.910 -3.000 -1.232  -0.414
H 1.662 -3.353 -2.733  0.643
C 1.862 5.398 -1.061  -0.590
S 0.113 5.683 -0.916  0.247
O -0.593 4.917 -1.937  -0.508
C -0.130 4.849 0.659  -0.315
H 2.190 5.789 -0.110  0.252
H 2.188 6.128 -1.821  0.418
H 2.088 4.355 -1.253  0.051
H 0.405 3.860 0.629  -0.197
H -1.155 4.675 0.766  0.121
H 0.284 5.446 1.474  0.532
C -1.977 -2.678 -2.520  1.311
S -2.668 -4.108 -1.717  0.152
O -1.499 -4.659 -0.911  -0.643
C -3.730 -3.340 -0.569  -0.556
H -1.537 -2.186 -1.691  -0.960
H -2.668 -2.008 -3.028  -0.459
H -1.249 -3.014 -3.272  0.436
H -4.517 -2.718 -0.997  0.451
H -3.156 -2.637 0.025  -0.094
H -4.124 -4.160 0.048  0.421
C 4.893 -0.729 -3.503  -0.437
S 4.689 0.488 -2.239  0.238
O 3.344 0.175 -1.594  -0.387
C 5.907 0.083 -1.004  -0.802
H 4.897 -1.772 -3.107  0.054
H 5.866 -0.536 -4.006  0.450
H 4.029 -0.601 -4.203  0.094
H 5.764 0.840 -0.287  0.270
H 6.941 0.110 -1.311  0.443
H 5.597 -0.936 -0.633  0.145
N -2.491 -0.625 -5.502  0.209
C -2.970 -1.873 -5.829  -0.814
C -4.144 -2.099 -5.134  -0.223
C -4.359 -0.931 -4.360  -0.856
C -3.314 -0.013 -4.643  -0.519
H -1.801 -0.201 -6.062  0.270
H -2.398 -2.492 -6.482  0.415
H -4.806 -2.952 -5.156  0.443
H -5.071 -0.811 -3.554  0.453
H -3.107 0.914 -4.152  0.627
N 2.450 4.706 3.289  -0.084
C 3.609 4.987 2.658  -0.775
C 3.809 4.055 1.709  -1.000
C 2.723 3.074 1.863  0.381
C 1.907 3.528 2.807  -0.877
H 2.357 5.023 4.261  0.293
H 4.020 5.926 2.907  0.446
H 4.460 4.079 0.871  0.500
H 2.579 2.329 1.094  0.556
H 0.923 3.265 3.209  0.748
N -0.470 1.089 2.863  1.432
C -1.244 2.175 3.060  -0.797
C -1.286 2.512 4.378  -0.850
C -0.365 1.617 5.040  -0.661
C 0.077 0.701 4.081  -0.814
H -0.179 0.781 1.946  -0.133
H -1.734 2.773 2.335  0.330
H -1.700 3.407 4.774  0.462
H -0.018 1.663 6.043  0.493
H 0.805 -0.100 4.109  0.540
N -0.200 -4.256 1.570  0.344
C 0.668 -3.679 2.373  -0.387
C 0.192 -3.770 3.691  -0.377
C -1.084 -4.418 3.615  -0.898
C -1.275 -4.696 2.306  -0.592
H -0.305 -4.308 0.580  0.234
H 1.575 -3.238 1.953  0.315
H 0.668 -3.326 4.544  0.547
H -1.700 -4.615 4.485  0.526
H -2.157 -5.098 1.781  0.380
N 3.946 -0.088 3.850  0.165
C 4.349 -0.187 5.137  -0.348
C 4.422 -1.546 5.393  -0.791
C 4.073 -2.329 4.221  -0.622
C 3.883 -1.329 3.295  -0.484
H 3.769 0.773 3.325  0.182
H 4.481 0.742 5.710  0.407
H 4.573 -1.976 6.385  0.339
H 4.017 -3.372 4.026  0.514
H 3.595 -1.400 2.238  0.628
N 0.885 0.130 -3.965  1.100
C 0.507 1.290 -4.658  -0.389
C 0.568 0.991 -6.008  -1.100
C 0.930 -0.378 -6.125  -0.861
C 1.208 -0.842 -4.835  -0.629
H 1.157 0.163 -2.982  -0.215
H 0.522 2.224 -4.142  0.569
H 0.495 1.666 -6.826  0.469
H 1.033 -0.930 -7.043  0.481
H 1.451 -1.835 -4.547  0.554
N -1.604 0.496 -0.582  1.795
C -0.805 -0.361 0.060  -2.384
C 0.544 -0.013 -0.216  -0.344
C 0.485 1.192 -0.956  -1.802
C -0.849 1.476 -1.226  -0.407
H -2.589 0.507 -0.480  0.274
H -1.289 -1.039 0.744  0.548
H 1.365 -0.576 0.235  1.105
H 1.232 1.937 -1.212  0.667
H -1.245 2.361 -1.679  0.494

=====

# 2
DFT (ωB97M-V with the def2-TZVPD basis set) results for a cluster of 2 separate species, C5H11BrSi in total.

Properties
total charge = 0
multiplicity = 1
LUMO energy (alpha / beta) = -0.6434 / -0.2646 eV
Kohn-Sham gap (alpha / beta) = 7.238 / 7.172 eV

Each line ends with the natural charge from an NBO analysis.
Cartesian coordinates (Å):
C 1.543 0.383 -2.959  -0.333
C 1.364 1.101 -1.809  -0.291
C 0.678 -0.553 1.912  -1.137
C -2.483 -1.098 1.702  -1.135
C 0.266 1.884 -1.535  -0.331
Si -1.057 0.152 1.605  1.171
Br -1.480 1.736 3.168  -0.366
H 2.433 -0.195 -3.131  0.190
H 0.807 0.394 -3.744  0.182
H 2.151 1.061 -1.063  0.202
H 1.065 -1.037 1.018  0.245
H 1.373 0.234 2.189  0.250
H 0.662 -1.289 2.714  0.240
H -2.237 -2.015 1.175  0.240
H -2.700 -1.349 2.739  0.244
H -3.393 -0.695 1.267  0.249
H -0.548 1.957 -2.236  0.184
H 0.197 2.475 -0.640  0.196

=====

# 3
DFT (ωB97M-V with the def2-TZVPD basis set) results for a cluster of 8 separate species, H15O8 in total in a non-equilibrium geometry.

Properties
total charge = -1
multiplicity = 1
LUMO energy = 3.3802 eV
Kohn-Sham gap = 9.468 eV

Each line ends with the natural charge from an NBO analysis.
Cartesian coordinates (Å):
O 0.030 0.050 -0.221  -1.312
H 0.972 0.233 -0.431  0.471
O -2.374 -0.270 0.920  -0.967
H -1.498 -0.201 0.510  0.500
H -2.395 0.380 1.605  0.443
O 0.427 1.647 1.760  -0.987
H 0.064 1.075 1.107  0.495
H -0.368 1.808 2.297  0.448
O -1.147 -2.616 -0.786  -0.964
H -0.851 -1.730 -0.640  0.497
H -0.392 -3.183 -0.703  0.454
O 0.949 2.356 -1.584  -0.977
H 0.528 2.845 -2.272  0.459
H 0.405 1.713 -1.164  0.499
O 2.962 0.949 0.074  -0.944
H 3.039 0.001 0.014  0.458
H 2.637 1.152 0.971  0.492
O 0.153 -1.743 1.884  -0.979
H 0.308 -0.984 1.311  0.504
H 0.913 -2.306 1.931  0.447
O -1.426 -0.161 -2.483  -1.018
H -0.799 -0.145 -1.731  0.506
H -2.140 -0.861 -2.369  0.472

=====

# 4
DFT (ωB97M-V with the def2-TZVPD basis set) results for an isolated molecule of C5H13NS2 in a non-equilibrium geometry.

Properties
total charge = 0
multiplicity = 1
LUMO energy = 0.9039 eV
SMILES string = CCCSSCCN
Kohn-Sham gap = 9.508 eV

Each line ends with the natural charge from an NBO analysis.
Cartesian coordinates (Å):
N -2.691 -1.335 -3.396  -0.822
C -2.764 -1.010 -1.968  -0.231
C -1.370 -0.666 -1.465  -0.544
S -1.460 -0.529 0.346  0.082
S 0.357 -0.733 1.121  0.072
C 1.161 0.925 0.999  -0.513
C 1.881 1.257 2.288  -0.422
C 3.201 0.503 2.510  -0.617
H -3.622 -1.559 -3.739  0.357
H -2.453 -0.494 -3.920  0.346
H -3.088 -1.906 -1.432  0.195
H -3.484 -0.226 -1.724  0.171
H -1.051 0.307 -1.837  0.202
H -0.688 -1.425 -1.840  0.234
H 0.334 1.607 0.818  0.227
H 1.828 0.889 0.135  0.210
H 2.074 2.331 2.271  0.208
H 1.216 1.116 3.146  0.213
H 3.081 -0.271 3.258  0.214
H 3.995 1.172 2.849  0.213
H 3.543 0.049 1.578  0.205